Entry 1:
3 unconnected molecules or ions with the total composition C3H12NO2S in a non-equilibrium geometry. Source: the Open Molecules 2025 dataset; level of theory: ωB97M-V/def2-TZVPD.

## Properties
Gap between HOMO and LUMO (alpha / beta) in eV: 10.37 / 6.99
Maximum force in eV/A: 4.94
Highest occupied orbital energy (alpha / beta) in eV: -9.7 / -9.5
Energy above the lowest of the compared OMol25 structures with the same formula, charge and spin in eV: 1.652

Structure (ORCA input):
```
! RIJCOSX wB97M-V def2-TZVPD def2/J DEFGRID3
* xyz 0 2
C 1.228 0.407 1.962
N 0.411 -0.010 0.825
C 1.035 -1.501 0.328
C 0.023 -2.584 0.400
S -0.721 -2.629 2.063
H 0.571 1.110 2.487
H 2.081 1.019 1.496
H 1.479 -0.462 2.598
H -0.540 -0.197 1.035
H 1.340 -1.258 -0.672
H 2.098 -1.692 0.929
H 0.368 -3.534 -0.065
H -0.833 -2.282 -0.211
H 0.674 0.896 -0.612
H -0.129 1.985 -0.982
O 0.486 1.484 -1.482
H -2.456 3.092 -3.599
H -3.769 2.800 -2.952
O -3.346 3.356 -3.548
*
```

=====

Entry 2:
3 unconnected molecules or ions with the total composition C21H24BN3O8 in a non-equilibrium geometry. Source: the Open Molecules 2025 dataset; level of theory: ωB97M-V/def2-TZVPD.

## Properties
Gap between HOMO and LUMO in eV: 8.42
Maximum force in eV/A: 1.85
Highest occupied orbital energy in eV: -9.5
SMILES: CC(=O)N(C(C)=O)C1=CC(=O)c2cc(OC#N)cc(B(N)O)c2C1=O.CC(C)=O.CC(C)=O

Structure (ORCA input):
```
! RIJCOSX wB97M-V def2-TZVPD def2/J DEFGRID3
* xyz 0 1
C 3.409 1.802 -0.142
C 2.281 2.614 -0.768
O 2.559 3.557 -1.455
N 0.850 2.296 -0.594
C 0.591 2.433 0.847
C 0.104 3.771 1.407
O 0.787 1.530 1.616
C 0.504 1.003 -1.026
C 1.212 0.185 -1.793
C 0.731 -1.185 -2.174
O 1.093 -1.737 -3.181
C -0.202 -1.829 -1.158
C -0.234 -3.184 -1.026
C -1.089 -3.724 -0.082
O -1.082 -5.143 0.042
C -0.041 -5.442 0.776
N 0.967 -5.641 1.325
C -1.873 -2.934 0.708
C -1.816 -1.555 0.570
B -2.715 -0.643 1.537
N -4.083 -0.232 1.245
O -2.097 -0.219 2.675
C -0.983 -0.977 -0.360
C -0.867 0.495 -0.584
O -1.778 1.282 -0.478
H 4.216 2.465 0.184
H 3.089 1.225 0.733
H 3.848 1.105 -0.865
H 0.690 3.937 2.318
H 0.380 4.563 0.701
H -0.956 3.746 1.662
H 2.186 0.470 -2.188
H 0.393 -3.837 -1.628
H -2.514 -3.422 1.439
H -4.526 -0.813 0.542
H -4.025 0.707 0.853
H -2.749 -0.004 3.358
C 3.596 -3.122 -3.805
C 4.822 -2.371 -4.258
O 5.315 -1.500 -3.578
C 5.409 -2.750 -5.595
H 3.286 -2.747 -2.835
H 2.784 -2.971 -4.515
H 3.823 -4.187 -3.716
H 4.674 -2.585 -6.385
H 5.713 -3.798 -5.585
H 6.283 -2.133 -5.794
C -2.995 3.588 4.142
C -4.046 2.518 4.287
O -3.753 1.386 4.601
C -5.476 2.914 4.024
H -2.015 3.164 4.359
H -2.994 3.973 3.121
H -3.190 4.401 4.844
H -5.581 3.269 2.998
H -5.780 3.697 4.721
H -6.121 2.049 4.164
*
```

=====

Entry 3:
A molecular structure, C19H34GaN4O7P2. Source: the Open Molecules 2025 dataset; level of theory: ωB97M-V/def2-TZVPD.

## Properties
Gap between HOMO and LUMO in eV: 7.82
Maximum force in eV/A: 0.52
Highest occupied orbital energy in eV: -10.0
Energy above the lowest of the compared OMol25 structures with the same formula, charge and spin in eV: 0.161

Structure (ORCA input):
```
! RIJCOSX wB97M-V def2-TZVPD def2/J DEFGRID3
* xyz 1 1
Ga -0.089 -1.053 0.130
N -1.806 -3.656 3.091
C -2.563 -2.589 2.313
C -4.017 -2.588 2.776
P -1.753 -0.986 2.794
O -2.764 0.147 2.286
O -1.567 -1.060 4.247
O -0.499 -0.821 1.933
P -2.398 -3.165 0.546
O -3.845 -2.927 -0.059
O -2.015 -4.595 0.679
O -1.435 -2.284 -0.247
H -2.360 -4.017 3.865
H -0.944 -3.283 3.493
H -1.633 -4.423 2.376
H -4.072 -2.276 3.822
H -4.459 -3.579 2.662
H -4.605 -1.897 2.176
H -3.386 0.388 2.990
H -4.068 -3.582 -0.740
C 5.485 1.621 -1.989
C 4.172 1.494 -1.266
C 3.557 2.608 -0.711
C 2.378 2.467 0.009
C 1.701 3.665 0.623
C 1.832 1.203 0.156
C 2.384 0.060 -0.446
C 3.579 0.241 -1.150
N 1.711 -1.169 -0.303
C 2.385 -2.481 -0.432
C 3.625 -2.553 0.469
C 1.397 -3.537 0.074
C 2.702 -2.827 -1.894
H 5.748 2.665 -2.148
H 5.451 1.121 -2.957
H 6.282 1.157 -1.406
H 4.011 3.585 -0.819
H 2.346 4.540 0.583
H 1.434 3.478 1.665
H 0.783 3.905 0.078
H 0.991 1.077 0.832
H 4.080 -0.584 -1.629
H 3.325 -2.425 1.511
H 4.357 -1.785 0.240
H 4.104 -3.526 0.358
H 1.069 -3.274 1.088
H 1.864 -4.519 0.114
H 0.530 -3.600 -0.587
H 3.455 -2.180 -2.333
H 1.793 -2.740 -2.491
H 3.064 -3.854 -1.959
N -1.104 0.379 -0.799
C -1.526 1.432 -1.023
N -2.031 2.591 -1.283
C -2.618 3.403 -0.201
C -3.780 4.204 -0.772
O -3.369 4.947 -1.900
C -2.933 4.106 -2.948
C -1.706 3.309 -2.528
H -1.856 4.089 0.180
H -2.946 2.744 0.601
H -4.124 4.922 -0.030
H -4.608 3.536 -1.041
H -2.682 4.750 -3.789
H -3.739 3.422 -3.242
H -0.869 3.986 -2.342
H -1.424 2.592 -3.297
*
```

=====

Entry 4:
A molecular structure, C21H44ErN3OP2S in a non-equilibrium geometry. Source: the Open Molecules 2025 dataset; level of theory: ωB97M-V/def2-TZVPD.

## Properties
Gap between HOMO and LUMO (alpha / beta) in eV: 6.72 / 6.82
Maximum force in eV/A: 12.89
Highest occupied orbital energy (alpha / beta) in eV: -13.6 / -13.6

Structure (ORCA input):
```
! RIJCOSX wB97M-V def2-TZVPD def2/J DEFGRID3
* xyz 2 4
Er 0.197 -0.090 0.254
P -1.731 0.791 1.598
P 1.905 -0.247 -1.576
N 0.224 2.087 -0.426
C -1.476 2.591 1.263
H -2.422 3.091 1.463
H -0.716 2.945 1.973
C -0.974 2.856 -0.180
H -1.788 2.638 -0.900
H -0.725 3.913 -0.291
C 0.796 2.350 -1.726
H 0.998 3.421 -1.796
H 0.116 2.094 -2.562
C 2.123 1.563 -1.880
H 2.841 1.929 -1.133
H 2.548 1.671 -2.877
C 1.350 -0.997 -3.112
C 0.702 -2.387 -2.949
H 0.308 -2.713 -3.926
H -0.138 -2.383 -2.243
H 1.428 -3.143 -2.616
C 3.362 -0.878 -0.762
C 3.304 -2.395 -0.546
H 4.149 -2.715 0.081
H 3.361 -2.941 -1.494
H 2.375 -2.707 -0.022
C -1.277 0.447 3.289
C -1.537 -1.016 3.679
H -1.115 -1.210 4.677
H -1.063 -1.727 2.978
H -2.608 -1.235 3.720
C -3.370 0.350 1.011
C -3.591 -1.163 0.802
H -4.585 -1.315 0.347
H -3.571 -1.712 1.750
H -2.849 -1.609 0.127
C -1.253 -0.163 -1.382
O -2.080 -0.170 -2.327
C 4.628 -0.449 -1.507
H 4.722 -0.954 -2.472
H 4.674 0.628 -1.667
H 5.504 -0.733 -0.903
C -1.957 1.432 4.244
H -1.547 1.281 5.255
H -1.779 2.472 3.969
H -3.036 1.262 4.302
C -4.414 0.959 1.940
H -5.407 0.861 1.465
H -4.465 0.427 2.895
H -4.245 2.020 2.130
C 2.507 -1.019 -4.104
H 3.252 -1.777 -3.843
H 2.111 -1.286 -5.100
H 3.001 -0.051 -4.199
H 0.569 -0.313 -3.476
H -3.437 0.831 0.023
H 3.367 -0.392 0.233
H -0.185 0.623 3.336
H 1.844 1.208 2.165
H 1.936 0.466 2.200
C -2.263 -4.528 1.682
N -1.231 -4.820 0.632
C -1.100 -6.044 -0.033
C -0.016 -5.989 -0.787
N 0.560 -4.716 -0.604
C -0.230 -3.970 0.261
S 0.168 -2.523 0.979
H -1.777 -4.259 2.616
H -2.906 -3.712 1.328
H -2.884 -5.411 1.834
H -1.771 -6.834 0.136
H 0.433 -6.698 -1.391
H 1.459 -4.422 -1.004
*
```

=====

Entry 5:
A molecular structure, C24H23F6N8O9RuS5 in a non-equilibrium geometry. Source: the Open Molecules 2025 dataset; level of theory: ωB97M-V/def2-TZVPD.

## Properties
Gap between HOMO and LUMO (alpha / beta) in eV: 4.07 / 4.05
Maximum force in eV/A: 1.28
Highest occupied orbital energy (alpha / beta) in eV: -6.9 / -6.9
Energy above the lowest of the compared OMol25 structures with the same formula, charge and spin in eV: 8.815

Structure (ORCA input):
```
! RIJCOSX wB97M-V def2-TZVPD def2/J DEFGRID3
* xyz 0 2
Ru -0.790 -0.075 0.334
N -1.176 -1.185 3.691
C 0.003 -1.303 3.112
N 0.251 -1.175 1.807
C 1.607 -1.302 1.558
C 2.385 -1.537 2.625
S 1.417 -1.647 4.051
C 2.041 -1.029 0.165
C 3.592 -1.186 -0.050
S 3.891 0.086 -1.309
C 2.247 0.766 -1.141
N 1.451 0.214 -0.297
N 1.929 1.795 -1.943
H -1.988 -1.122 3.078
H -1.261 -1.261 4.688
H 3.453 -1.638 2.676
H 4.264 -1.027 0.788
H 2.681 2.349 -2.318
H 1.099 2.309 -1.698
C 5.233 -3.836 -1.701
C 3.773 -3.672 -1.449
C 2.820 -4.459 -1.991
C 1.366 -4.211 -1.894
C 0.909 -3.065 -1.364
C 1.944 -2.125 -0.924
C 3.259 -2.671 -0.468
S -0.473 -2.184 -1.988
O 0.134 -1.017 -2.577
O -1.295 -3.026 -2.812
N -1.317 -1.625 -0.719
C -2.514 -2.392 -0.349
C -2.699 -2.152 1.125
O -2.989 -2.972 1.961
O -2.561 -0.862 1.397
H 5.435 -4.646 -2.399
H 5.769 -4.036 -0.770
H 5.649 -2.913 -2.112
H 3.120 -5.277 -2.633
H 0.694 -4.867 -2.430
H 2.169 -1.566 -1.840
H 3.133 -3.189 0.494
H -2.452 -3.433 -0.658
H -3.389 -1.939 -0.831
O -2.900 1.385 2.141
H -3.417 0.578 2.204
H -3.295 1.900 1.427
F 2.505 3.762 3.423
C 1.867 2.623 3.177
F 2.770 1.664 2.962
F 1.149 2.284 4.242
S 0.812 2.805 1.683
O 0.108 1.528 1.646
O 1.754 3.068 0.633
N -0.089 4.037 1.956
S -1.674 3.912 2.170
O -2.288 5.215 2.146
O -2.197 3.325 0.423
C -1.717 3.552 4.110
F -1.512 2.281 4.418
F -2.912 3.919 4.564
F -0.777 4.285 4.737
N -1.899 3.445 -1.817
C -1.433 2.761 -0.623
N -1.681 1.353 -0.894
C -2.368 1.268 -2.045
C -2.926 0.154 -2.706
C -3.644 0.372 -3.851
C -3.850 1.671 -4.372
C -3.327 2.780 -3.747
C -2.572 2.567 -2.596
H -2.174 4.409 -1.720
H -0.370 2.957 -0.457
H -2.792 -0.845 -2.332
H -4.068 -0.477 -4.370
H -4.422 1.790 -5.281
H -3.476 3.777 -4.137
*
```

=====

Entry 6:
A molecular structure, C5H7NO. Source: the Open Molecules 2025 dataset; level of theory: ωB97M-V/def2-TZVPD.

## Properties
Gap between HOMO and LUMO (alpha / beta) in eV: 8.41 / 8.41
Maximum force in eV/A: 0.54
Highest occupied orbital energy (alpha / beta) in eV: -8.7 / -8.7
Energy above the lowest of the compared OMol25 structures with the same formula, charge and spin in eV: 6.928

Structure (ORCA input):
```
! RIJCOSX wB97M-V def2-TZVPD def2/J DEFGRID3
* xyz 0 1
O 2.732 0.187 -0.308
C 1.659 0.581 -0.697
C 0.349 0.035 -0.219
C -0.656 -0.611 -1.207
N -1.306 -0.540 0.743
C -0.740 0.849 0.499
C 0.119 -1.003 0.876
H 1.584 1.405 -1.440
H -1.171 0.190 -1.759
H -1.492 -1.104 -0.330
H -1.365 1.517 -0.098
H -0.487 1.317 1.457
H 0.500 -0.771 1.871
H 0.276 -2.051 0.614
*
```

=====

Entry 7:
A molecular structure, C2HgLiO4 in a non-equilibrium geometry. Source: the Open Molecules 2025 dataset; level of theory: ωB97M-V/def2-TZVPD.

## Properties
Gap between HOMO and LUMO (alpha / beta) in eV: 5.43 / 6.37
Maximum force in eV/A: 3.87
Highest occupied orbital energy (alpha / beta) in eV: -3.0 / -4.1
Energy above the lowest of the compared OMol25 structures with the same formula, charge and spin in eV: 0.000

Structure (ORCA input):
```
! RIJCOSX wB97M-V def2-TZVPD def2/J DEFGRID3
* xyz -1 3
O -2.716 1.457 0.459
C -2.140 0.276 0.610
O -0.937 0.339 1.044
Hg -1.296 2.364 1.815
Li -4.792 0.444 1.010
O -5.675 0.943 2.619
O -4.305 2.256 3.858
C -5.331 1.640 3.589
*
```

=====

Entry 8:
A molecular structure, C37H64As2N3O8RbSbSi3 in a non-equilibrium geometry. Source: the Open Molecules 2025 dataset; level of theory: ωB97M-V/def2-TZVPD.

## Properties
Gap between HOMO and LUMO in eV: 5.28
Maximum force in eV/A: 1.41
Highest occupied orbital energy in eV: -3.4
Energy above the lowest of the compared OMol25 structures with the same formula, charge and spin in eV: 0.805

Structure (ORCA input):
```
! RIJCOSX wB97M-V def2-TZVPD def2/J DEFGRID3
* xyz -1 1
Rb 0.319 -1.307 0.292
N 0.775 -2.139 4.316
C 0.789 -2.186 3.155
H 0.960 -1.778 5.233
N 1.922 0.255 -1.113
C 2.640 0.444 -0.236
C 2.750 2.253 7.140
O 3.346 2.078 5.857
C 2.928 1.014 5.175
O 1.966 0.362 5.528
C 3.651 0.771 3.905
C 4.989 0.653 3.907
As 6.134 0.578 2.258
C 6.166 2.565 2.179
C 4.708 0.033 1.094
C 3.470 0.841 0.874
As 2.332 0.323 2.510
C 1.087 1.820 2.910
C 3.745 2.302 0.513
O 4.549 2.661 -0.299
O 2.920 3.157 1.138
C 3.089 4.530 0.789
C 4.698 -1.370 1.030
O 5.631 -2.112 1.347
O 3.500 -1.966 0.609
C 3.465 -3.371 0.823
C 5.748 0.650 5.170
O 5.395 0.225 6.244
O 6.996 1.147 4.991
C 7.845 1.111 6.131
H 3.262 3.095 7.598
H 2.890 1.358 7.745
H 1.684 2.460 7.045
H 6.904 2.897 2.909
H 5.209 3.021 2.435
H 6.475 2.894 1.190
H 1.619 2.687 3.297
H 0.364 1.478 3.650
H 0.551 2.101 2.005
H 2.434 5.094 1.448
H 2.818 4.694 -0.254
H 4.127 4.833 0.930
H 2.598 -3.755 0.285
H 3.367 -3.595 1.887
H 4.376 -3.840 0.456
H 8.851 1.306 5.771
H 7.794 0.135 6.613
H 7.549 1.874 6.853
C -2.938 -2.604 -3.650
Si -3.257 -0.743 -3.683
C -3.859 -0.292 -5.431
C -4.682 -0.354 -2.505
Sb -1.140 0.383 -2.713
Si -1.817 2.820 -3.227
C -0.274 3.925 -3.332
C -2.862 3.185 -4.773
C -2.829 3.478 -1.764
Si 0.405 0.043 -4.747
C 1.190 -1.658 -4.467
C -0.331 0.012 -6.501
C 1.800 1.324 -4.780
H -3.838 -3.166 -3.910
H -2.641 -2.913 -2.643
H -2.147 -2.893 -4.348
H -4.719 -0.910 -5.700
H -3.083 -0.452 -6.180
H -4.168 0.753 -5.490
H -5.620 -0.782 -2.866
H -4.825 0.724 -2.386
H -4.472 -0.785 -1.523
H 0.160 3.910 -4.334
H 0.495 3.583 -2.635
H -0.516 4.961 -3.087
H -2.431 2.734 -5.669
H -2.941 4.262 -4.941
H -3.872 2.790 -4.651
H -2.269 3.387 -0.831
H -3.758 2.916 -1.643
H -3.089 4.530 -1.904
H 0.423 -2.426 -4.341
H 1.802 -1.639 -3.562
H 1.829 -1.953 -5.303
H -0.929 -0.888 -6.656
H 0.467 0.016 -7.247
H -0.971 0.877 -6.689
H 2.165 1.521 -3.770
H 1.462 2.269 -5.209
H 2.641 0.965 -5.377
C -6.698 -4.124 -0.403
C -5.206 -3.945 -0.252
C -4.339 -4.966 -0.630
C -2.961 -4.763 -0.509
C -1.994 -5.850 -0.911
C -2.489 -3.564 -0.025
C -3.326 -2.479 0.398
C -4.725 -2.746 0.249
N -2.685 -1.385 0.811
C -3.199 -0.279 1.591
C -4.709 -0.182 1.889
C -2.798 1.025 0.878
C -2.484 -0.313 2.960
H -6.949 -5.157 -0.645
H -7.082 -3.485 -1.202
H -7.221 -3.849 0.515
H -4.722 -5.907 -1.012
H -2.527 -6.766 -1.169
H -1.299 -6.073 -0.098
H -1.405 -5.543 -1.779
H -1.417 -3.432 0.096
H -5.458 -1.994 0.499
H -5.282 -0.017 0.975
H -4.885 0.667 2.555
H -5.070 -1.084 2.383
H -3.233 1.037 -0.122
H -1.709 1.083 0.778
H -3.148 1.902 1.432
H -2.754 -1.234 3.482
H -2.765 0.545 3.580
H -1.402 -0.313 2.817
*
```

=====

Number 1: E -19722.8579 eV. Number 2: E -43693.0319 eV. Number 3: E -111503.6864 eV. Number 4: E -86026.6259 eV. Number 5: E -128667.5375 eV. Number 6: E -8829.2748 eV. Number 7: E -14643.5130 eV. Number 8: E -212762.4873 eV.